(1)
42
Properties=species:S:1:pos:R:3:forces:R:3 method="wB97M-V/def2-TZVPD" lumo_ha="-0.0365 / -0.0416" spin_multiplicity=6 homo_lumo_gap_ev="6.948 / 6.908" homo_ev="-7.9 / -8.0"
Mn -11.475 4.696 6.539 -0.49 -0.99 0.30
C -14.356 3.002 7.163 -0.91 0.72 0.16
O -13.522 3.994 7.773 0.04 0.67 0.41
C -13.164 3.962 9.110 0.85 0.36 -0.91
C -13.594 3.022 10.009 0.85 0.11 0.22
C -12.975 2.969 11.268 -1.09 0.46 -0.74
C -12.072 3.921 11.672 0.74 0.00 -0.36
C -11.573 4.815 10.736 -0.01 0.82 -0.67
C -12.132 4.879 9.458 -0.21 -0.53 0.73
N -11.593 5.662 8.422 0.74 1.43 -0.20
N -11.088 6.800 8.757 -0.60 -1.63 -0.02
C -10.459 7.611 7.856 -1.29 -0.88 -0.17
C -10.479 7.406 6.447 0.35 -0.68 0.05
O -11.035 6.388 5.815 0.88 2.34 0.36
C -9.716 8.358 5.696 -0.12 -0.49 -1.66
C -9.110 9.428 6.243 0.16 0.43 0.75
C -9.194 9.690 7.672 0.57 1.12 -0.73
C -8.603 10.820 8.305 -0.30 -0.23 -0.58
C -8.692 10.948 9.660 0.84 1.54 -0.24
C -9.303 10.027 10.465 -0.84 -1.78 -0.75
C -9.911 8.944 9.860 -0.17 -0.01 0.89
C -9.890 8.790 8.477 0.32 -0.67 -0.72
H -13.801 2.083 7.063 0.03 -0.38 -0.17
H -14.599 3.458 6.181 0.17 -0.64 0.52
H -15.315 2.851 7.717 0.79 0.16 -0.26
H -14.290 2.283 9.678 -0.32 -0.41 0.11
H -13.270 2.177 11.898 -0.25 -0.64 0.86
H -11.641 3.919 12.655 0.09 -0.23 0.29
H -10.694 5.450 10.928 -0.65 -0.25 0.09
H -9.601 8.147 4.607 -0.23 0.23 0.95
H -8.529 10.086 5.589 -0.18 -0.12 0.42
H -8.103 11.646 7.788 -0.20 -0.63 -0.29
H -8.257 11.844 10.067 0.16 0.12 0.39
H -9.290 10.055 11.519 -0.01 0.41 1.01
H -10.416 8.168 10.434 0.22 0.40 -0.02
Cl -9.933 2.191 8.834 -0.06 0.30 -0.39
C -9.637 2.148 7.075 0.58 0.15 0.09
Cl -8.900 3.692 6.446 -0.17 -0.28 0.51
C -10.927 1.814 6.309 -0.43 -0.60 -0.38
O -11.134 0.616 6.159 -0.07 1.10 0.06
O -11.641 2.816 5.914 0.29 -0.73 0.26
H -8.881 1.389 6.925 -0.05 -0.06 -0.15

=====

(2)
59
Properties=species:S:1:pos:R:3:forces:R:3 method="wB97M-V/def2-TZVPD" lumo_ha=0.0532 de_lowest_kcal_mol=8.4 homo_lumo_gap_ev=7.749 total_charge=-1 homo_ev=-6.3
C 0.041 -0.151 -0.010 -1.00 -0.96 1.93
O 0.860 -0.190 -0.914 1.82 0.54 -2.86
O -0.922 0.748 -0.037 -1.61 1.18 0.58
O -0.007 -0.942 0.940 0.11 0.58 0.92
H -0.932 1.379 -0.771 0.40 -0.16 -0.10
O 1.015 1.877 2.637 2.16 -0.18 1.00
H 0.464 2.184 3.330 -0.49 0.24 1.58
H 0.391 1.899 1.958 -1.32 -0.20 -2.35
O -0.570 -0.786 3.917 0.37 -0.91 1.12
H -1.230 -0.203 3.584 -0.87 0.72 -0.70
H 0.251 -0.496 3.513 0.37 0.00 0.24
O -1.942 -2.088 -1.909 -0.62 0.94 -1.52
H -1.244 -2.392 -1.340 0.69 -1.26 1.22
H -1.420 -1.482 -2.474 -1.05 -0.47 -0.02
O -2.233 1.004 2.755 -0.72 -0.20 0.41
H -1.884 1.690 2.185 0.54 0.42 -0.52
H -2.656 1.504 3.456 -0.21 -0.03 0.20
O -1.148 3.150 1.549 0.56 1.48 -0.82
H -0.737 3.349 0.669 -0.38 -0.73 0.66
H -0.752 3.846 2.098 -0.25 -0.31 0.01
O 1.480 -2.916 -2.318 0.99 -0.34 -1.29
H 1.674 -3.795 -2.716 -0.08 1.06 0.52
H 2.282 -2.341 -2.435 -0.66 -0.57 0.43
O -0.235 -3.235 -0.315 -0.84 -0.99 -0.08
H -0.035 -2.681 0.436 0.34 0.17 0.72
H 0.463 -3.065 -0.941 0.92 -0.06 -0.32
O 3.434 -0.775 -2.417 0.67 -1.43 -0.01
H 3.896 -0.767 -3.249 0.43 -0.09 -0.47
H 2.860 -0.030 -2.476 -0.81 1.03 0.33
O 2.674 -1.796 0.327 1.02 -1.14 -1.13
H 2.666 -1.496 1.227 -0.29 0.30 0.62
H 2.038 -1.311 -0.208 0.07 0.10 0.38
O 2.130 1.587 -2.755 -0.19 0.47 -0.14
H 1.451 1.435 -3.414 -0.45 -0.12 -0.15
H 2.706 2.238 -3.158 0.31 0.24 -0.11
O 0.268 3.087 -0.948 -0.18 0.61 0.32
H -0.349 3.563 -1.504 -0.26 0.02 -0.41
H 0.804 2.548 -1.534 0.36 -0.32 -0.11
O -0.657 -0.115 -3.049 -0.75 0.96 -0.13
H 0.011 -0.220 -3.695 0.85 -0.49 -1.30
H -0.149 -0.171 -2.222 0.66 -0.01 0.72
O 1.959 -0.879 2.833 -0.87 -1.84 0.12
H 2.342 -0.030 2.792 0.34 1.75 -0.32
H 1.188 -0.918 2.206 0.87 0.12 0.10
O -3.784 1.445 0.292 0.33 0.77 -1.18
H -4.666 1.498 0.606 -1.20 -0.01 0.30
H -3.291 1.042 0.988 0.74 -0.99 0.89
O -2.537 -1.645 0.801 -2.34 -0.54 1.01
H -1.662 -1.302 0.826 1.22 0.32 0.13
H -2.683 -2.017 -0.065 0.13 0.06 -0.54
O -0.394 -3.346 2.701 0.08 0.36 0.46
H -1.163 -3.572 2.201 -0.72 -0.78 -0.92
H -0.697 -2.468 2.984 0.62 0.31 0.57
O 2.960 1.368 0.030 -0.04 0.35 0.04
H 3.158 1.935 -0.709 0.59 0.56 -0.09
H 2.194 0.928 -0.357 -0.24 -0.75 0.34
O -2.588 1.765 -2.150 -1.34 3.15 0.91
H -2.115 1.052 -2.451 1.67 -2.88 -1.42
H -2.979 1.501 -1.308 -0.45 -0.07 0.27